Entry 1:
DFT (ωB97M-V/def2-TZVPD) results for a molecular structure, C6H7B at a distorted geometry.

**Energy above the lowest of the compared OMol25 structures with the same formula, charge and spin**: 757.9 kJ/mol
**LUMO level (alpha / beta)**: -0.17 / -0.17 eV
**Total charge**: 0
**E_HOMO (alpha / beta)**: -6.638 / -6.639 eV

```
14
Properties=species:S:1:pos:R:3:nbo_charge:R:1
B 0.70 0.51 -0.12 0.6301
C 0.28 2.94 2.46 -0.0971
C 0.06 1.38 1.00 -0.2643
C -1.17 0.73 0.65 -0.1714
C -0.52 -0.43 0.20 -0.1323
C 1.67 0.56 -1.29 -0.9897
C -0.97 -1.82 0.20 -0.6802
H -2.14 0.97 0.68 0.2114
H 2.67 0.58 -0.91 0.2631
H 1.47 1.58 -1.66 0.2621
H 1.46 -0.28 -2.00 0.2414
H -0.74 -2.35 1.23 0.2602
H -0.62 -2.45 -0.67 0.2425
H -2.16 -1.92 0.24 0.2241
```

***

Entry 2:
DFT (ωB97M-V/def2-TZVPD) results for 2 unconnected molecules or ions with the total composition C31H29NO5S2 at a distorted geometry.

**Energy above the lowest of the compared OMol25 structures with the same formula, charge and spin**: 105.8 kJ/mol
**LUMO level**: -2.67 eV
**Total charge**: 0
**E_HOMO**: -5.187 eV

```
68
Properties=species:S:1:pos:R:3:nbo_charge:R:1
C -2.68 -0.06 -1.44 -0.2572
O -2.04 -1.31 -1.99 -0.5494
C -1.80 -2.29 -1.13 -0.6536
S -2.42 -3.92 -1.56 2.1368
C -4.16 -3.90 -1.11 -0.2172
C -4.54 -4.27 0.18 -0.2162
C -5.87 -4.12 0.57 -0.2220
C -6.82 -3.63 -0.33 -0.2218
C -6.44 -3.34 -1.65 -0.2233
C -5.12 -3.51 -2.05 -0.2335
O -2.35 -4.04 -3.00 -0.9553
O -1.78 -4.89 -0.69 -0.9706
S -0.67 -2.13 0.22 2.1513
C 0.67 -3.13 -0.45 -0.3205
C 1.04 -4.33 0.16 -0.1247
C 2.05 -5.10 -0.39 -0.2357
C 2.68 -4.70 -1.57 -0.2263
C 2.27 -3.52 -2.21 -0.2109
C 1.26 -2.74 -1.65 -0.2070
O -0.21 -0.75 0.26 -1.0272
O -1.19 -2.78 1.40 -0.9494
H -2.81 0.57 -2.32 0.1765
H -3.63 -0.35 -0.99 0.1808
H -1.98 0.37 -0.72 0.1908
H -3.79 -4.69 0.86 0.2457
H -6.16 -4.38 1.59 0.2088
H -7.85 -3.46 -0.01 0.2065
H -7.18 -2.98 -2.37 0.2088
H -4.82 -3.36 -3.09 0.2410
H 0.52 -4.65 1.07 0.2316
H 2.35 -6.02 0.11 0.2085
H 3.49 -5.29 -2.00 0.2071
H 2.74 -3.20 -3.13 0.2052
H 0.91 -1.84 -2.15 0.2310
C -0.88 3.61 4.89 -0.4149
N -0.07 3.38 3.70 -0.2885
C 0.31 2.17 3.22 0.1932
C 1.11 2.34 2.06 -0.2484
C 1.65 1.28 1.33 0.2130
C 2.48 1.45 0.16 -0.1005
C 2.02 2.26 -0.91 -0.1574
C 2.82 2.48 -2.02 -0.2311
C 4.12 1.95 -2.09 0.0484
C 4.98 2.26 -3.27 -0.6407
C 4.57 1.13 -1.05 -0.2277
C 3.75 0.84 0.03 -0.1442
C 1.22 3.81 1.87 0.0045
C 1.98 4.65 1.07 -0.1981
C 1.83 6.05 1.19 -0.2054
C 0.98 6.61 2.15 -0.1889
C 0.28 5.77 3.04 -0.2262
C 0.45 4.41 2.90 0.1155
H -1.04 4.69 4.99 0.2266
H -1.85 3.11 4.80 0.2353
H -0.37 3.25 5.79 0.2287
H 0.10 1.23 3.73 0.2497
H 1.54 0.28 1.77 0.2430
H 1.06 2.75 -0.83 0.2269
H 2.46 3.10 -2.85 0.2250
H 5.94 1.75 -3.21 0.2227
H 4.48 1.95 -4.20 0.2360
H 5.17 3.34 -3.35 0.2282
H 5.59 0.73 -1.10 0.2261
H 4.13 0.25 0.88 0.2223
H 2.69 4.25 0.36 0.2377
H 2.38 6.72 0.52 0.2284
H 0.86 7.69 2.22 0.2294
H -0.38 6.18 3.80 0.2228
```

***

Entry 3:
DFT (ωB97M-V/def2-TZVPD) results for a single C9H10BrNO2 molecule at a distorted geometry.

**Energy above the lowest of the compared OMol25 structures with the same formula, charge and spin**: 435.5 kJ/mol
**LUMO level**: 0.22 eV
**Total charge**: 0
**E_HOMO**: -9.184 eV

```
23
Properties=species:S:1:pos:R:3:nbo_charge:R:1
C 2.20 -0.76 -0.68 -0.6672
C 1.83 0.67 -0.80 -0.0115
Br 2.93 1.61 -1.96 0.1162
C 0.08 0.71 -1.39 -0.3691
C -0.87 0.17 -0.35 -0.0688
C -1.27 -1.17 -0.50 -0.2075
C -1.99 -1.79 0.48 -0.2016
C -2.56 -1.04 1.53 -0.2005
C -2.16 0.29 1.69 -0.2188
C -1.24 0.86 0.82 -0.1640
N 1.81 1.41 0.49 0.4796
O 1.37 0.74 1.39 -0.3719
O 2.21 2.54 0.61 -0.3666
H 3.30 -0.78 -0.19 0.2326
H 1.56 -1.44 -0.05 0.2569
H 2.09 -1.17 -1.64 0.2285
H 0.17 0.19 -2.31 0.2169
H -0.05 1.83 -1.76 0.2354
H -0.87 -1.71 -1.30 0.2031
H -2.12 -2.81 0.24 0.2160
H -3.21 -1.31 2.27 0.2156
H -2.40 1.03 2.43 0.2245
H -0.81 1.93 0.98 0.2223
```

***

Entry 4:
DFT (ωB97M-V/def2-TZVPD) results for a gas-phase ion, C6H12N (charge +1) at a distorted geometry.

**Energy above the lowest of the compared OMol25 structures with the same formula, charge and spin**: 385.2 kJ/mol
**LUMO level**: -5.09 eV
**Total charge**: +1
**E_HOMO**: -14.141 eV

```
19
Properties=species:S:1:pos:R:3:nbo_charge:R:1
C -0.58 0.38 0.63 0.0493
C -1.66 0.03 1.38 -0.3368
C -0.34 1.27 -0.49 0.1994
C -0.75 1.01 -1.81 -0.7269
C 1.79 0.04 0.94 -0.4022
C 0.43 -1.73 -0.15 -0.4124
N 0.63 -0.34 0.27 -0.3011
H -1.72 -0.79 2.09 0.2441
H -2.63 0.64 1.32 0.2502
H 0.34 2.12 -0.35 0.2381
H 0.18 0.88 -2.34 0.2753
H -1.42 1.78 -2.26 0.3075
H -1.44 0.18 -1.92 0.2524
H 1.41 0.91 1.63 0.2233
H 2.12 -0.86 1.35 0.2245
H 2.51 0.54 0.28 0.2199
H -0.64 -1.98 0.00 0.2337
H 0.69 -1.77 -1.17 0.2261
H 1.07 -2.31 0.61 0.2356
```

***

Entry 5:
DFT (ωB97M-V/def2-TZVPD) results for a molecular structure, C20H41N6O3PSTi.

**Energy above the lowest of the compared OMol25 structures with the same formula, charge and spin**: 130.8 kJ/mol
**Multiplicity**: 2
**LUMO level (alpha / beta)**: -10.04 / -9.99 eV
**Total charge**: +3
**E_HOMO (alpha / beta)**: -17.096 / -17.106 eV

```
73
Properties=species:S:1:pos:R:3:mulliken_charge:R:1
Ti -0.15 -0.83 0.25 0.6756
C -2.59 -4.67 0.24 -2.0599
C -1.86 -3.41 -0.06 0.7986
N -0.88 -2.92 0.62 1.3643
N -0.35 -3.68 1.64 -0.9395
C 0.82 -3.28 2.16 0.5156
N 1.43 -4.06 3.02 -0.3468
S 1.49 -1.75 1.75 -0.4376
C -2.20 -2.58 -1.25 0.1149
C -3.19 -2.90 -2.15 -0.7475
C -3.38 -2.09 -3.27 -0.9643
C -2.56 -1.00 -3.45 -0.9402
C -1.58 -0.73 -2.50 -0.2833
N -1.40 -1.49 -1.42 1.0695
H -2.17 -5.51 -0.32 0.3521
H -2.58 -4.91 1.30 0.6304
H -3.63 -4.58 -0.06 0.5289
H -0.68 -4.63 1.76 0.2358
H 1.08 -4.97 3.30 0.2181
H 2.31 -3.77 3.43 0.2814
H -3.80 -3.78 -2.00 0.4344
H -4.15 -2.33 -3.99 0.4820
H -2.67 -0.36 -4.31 0.5697
H -0.91 0.12 -2.61 0.4653
C 1.31 2.84 2.13 -1.4514
N 1.20 1.40 2.42 0.4612
C 2.38 1.03 3.21 -1.2219
C -0.01 1.16 3.19 -1.0790
C -1.24 1.22 2.31 -0.8782
N -1.63 -0.09 1.69 0.4261
C -2.11 -1.01 2.75 -1.2207
C -2.78 0.21 0.79 -1.0717
H 1.35 3.42 3.06 0.4855
H 0.47 3.19 1.53 0.4613
H 2.23 3.03 1.57 0.3081
H 2.47 1.66 4.11 0.4379
H 3.29 1.17 2.62 0.2231
H 2.33 0.00 3.54 0.4689
H -0.13 1.89 4.00 0.3883
H 0.07 0.18 3.67 0.4495
H -1.08 1.92 1.49 0.4606
H -2.11 1.58 2.87 0.3952
H -2.84 -0.49 3.37 0.3708
H -1.28 -1.33 3.37 0.3390
H -2.59 -1.88 2.30 0.4056
H -3.55 0.76 1.34 0.5561
H -3.22 -0.70 0.40 0.4014
H -2.46 0.86 -0.04 0.2615
C 3.21 4.38 -0.74 -1.1534
C 3.59 2.92 -0.81 -0.1383
O 2.58 2.11 -1.48 -0.3765
P 1.06 1.87 -1.15 0.2219
O 1.16 0.14 -0.99 0.3539
C 2.15 -0.59 -1.85 -0.3583
C 1.76 -2.04 -2.05 -1.0121
O 0.39 1.81 -2.60 -0.4755
C -0.44 2.93 -3.08 -0.3792
C 0.40 4.04 -3.66 -1.1261
H 4.02 4.93 -0.26 0.4108
H 2.30 4.54 -0.16 0.3120
H 3.07 4.79 -1.74 0.3456
H 3.78 2.49 0.17 0.2001
H 4.49 2.78 -1.42 0.3839
H 3.10 -0.49 -1.34 0.3480
H 2.20 -0.06 -2.80 0.4347
H 1.69 -2.58 -1.10 0.1696
H 2.57 -2.52 -2.61 0.5256
H 0.85 -2.16 -2.62 0.2082
H -1.06 3.28 -2.25 0.3563
H -1.08 2.49 -3.83 0.3821
H 1.00 4.52 -2.89 0.2150
H -0.26 4.80 -4.09 0.4527
H 1.06 3.67 -4.44 0.3044
```

***

Entry 6:
DFT (ωB97M-V/def2-TZVPD) results for a single C3H6N2O2 molecule at a distorted geometry.

**Energy above the lowest of the compared OMol25 structures with the same formula, charge and spin**: 778.0 kJ/mol
**LUMO level (alpha / beta)**: 0.11 / -0.22 eV
**Total charge**: 0
**E_HOMO (alpha / beta)**: -8.795 / -7.970 eV

```
13
Properties=species:S:1:pos:R:3:nbo_charge:R:1
C -1.25 1.07 0.31 0.7799
C 1.64 1.34 -0.25 -0.5013
C -1.79 -1.34 -0.41 -0.4342
N 0.53 1.31 -1.10 -0.1909
N -1.11 -0.09 -0.32 -0.1900
O -1.84 1.65 1.13 -0.4791
O 0.04 -0.09 -1.13 -0.2819
H 2.48 1.81 -0.86 0.1989
H 1.38 2.08 0.55 0.2127
H 1.75 0.30 0.02 0.2162
H -2.64 -1.37 0.25 0.2303
H -2.16 -1.50 -1.50 0.2169
H -1.18 -2.21 -0.25 0.2226
```

***

Entry 7:
DFT (ωB97M-V/def2-TZVPD) results for a molecular structure, C4H8N4 at a distorted geometry.

**Energy above the lowest of the compared OMol25 structures with the same formula, charge and spin**: 371.0 kJ/mol
**LUMO level**: 0.66 eV
**Total charge**: 0
**E_HOMO**: -8.683 eV

```
16
Properties=species:S:1:pos:R:3:nbo_charge:R:1
C 1.09 -0.88 -0.24 -0.1849
C -0.25 -0.43 0.66 -0.3843
C -1.40 -1.25 0.22 0.0117
C -0.70 1.04 0.26 0.4190
H 2.43 0.04 0.62 0.3472
H 1.91 0.90 -0.76 0.3727
H 1.23 -1.84 0.16 0.1916
H 0.73 -0.86 -1.29 0.1912
H -0.09 -0.47 1.72 0.2364
H -1.25 -2.35 0.16 0.2126
H -2.47 1.43 -1.30 0.4189
H 0.88 2.16 0.55 0.3359
N 2.25 0.00 -0.35 -0.7997
N -2.31 -0.50 -0.31 -0.2142
N -1.95 0.79 -0.25 -0.4281
N -0.06 2.23 0.16 -0.7258
```

***

Entry 8:
DFT (ωB97M-V/def2-TZVPD) results for 5 unconnected molecules or ions with the total composition C30H34B2F13N3O16PS at a distorted geometry.

**LUMO level**: -5.20 eV
**Total charge**: +1
**E_HOMO**: -11.538 eV

```
100
Properties=species:S:1:pos:R:3:mulliken_charge:R:1
N 2.65 3.90 1.65 -0.6894
P 2.62 2.37 1.92 0.6109
C 1.36 1.61 0.78 1.1883
C 1.88 1.11 -0.38 -0.2610
C 3.32 1.05 -0.79 -0.3308
C 3.87 -0.20 -1.06 -0.6978
C 5.21 -0.24 -1.44 -0.6866
C 5.89 0.96 -1.50 -0.4646
C 5.24 2.16 -1.21 -0.4076
N 3.96 2.21 -0.87 -0.2881
N 1.04 0.55 -1.30 0.3449
C -0.28 0.46 -1.17 0.3219
S -1.05 -0.38 -2.56 1.1547
O -1.60 -1.57 -2.04 -0.4844
O -1.78 0.51 -3.37 -0.4828
F 0.23 -0.81 -3.35 -0.2962
C -0.91 0.97 -0.03 -0.6337
C -2.32 0.96 0.15 -0.0216
O -3.17 0.43 -0.76 -0.2282
B -4.01 1.35 -1.43 0.6263
O -5.34 1.05 -1.45 -0.5251
O -3.49 2.45 -2.08 -0.5028
C -2.84 1.49 1.29 -0.2858
C -2.04 2.04 2.28 -0.6607
C -0.67 2.07 2.15 0.5240
O 0.05 2.61 3.17 -0.9117
B -0.07 1.85 4.36 0.9007
O -0.62 2.43 5.45 -0.4720
O 0.33 0.53 4.39 -0.5737
C -0.06 1.56 0.98 0.2295
H 3.56 4.21 1.33 0.2788
H 3.78 1.65 1.62 0.1333
H 2.27 2.00 3.21 -0.3055
H 3.29 -1.11 -0.99 0.5988
H 5.69 -1.18 -1.69 0.4718
H 6.93 0.98 -1.78 0.4194
H 5.79 3.09 -1.27 0.4565
H 1.48 0.19 -2.14 0.4108
H -5.87 1.82 -1.23 0.2984
H -3.20 3.18 -1.52 0.2871
H -3.92 1.48 1.43 0.5960
H -2.50 2.43 3.18 0.5589
H -0.86 1.74 6.08 0.3303
H 1.24 0.39 4.10 0.3303
C -4.02 -2.37 -0.60 -0.2635
C -4.61 -2.90 0.69 -0.4804
O -5.78 -3.71 0.44 -0.3527
C -5.52 -4.95 0.09 0.3217
O -4.42 -5.43 -0.03 -0.4982
C -6.82 -5.75 -0.11 0.8960
F -7.71 -5.04 -0.81 -0.2477
F -7.35 -6.05 1.08 -0.2585
F -6.58 -6.88 -0.76 -0.2307
H -4.77 -1.82 -1.17 0.2680
H -3.18 -1.73 -0.40 -0.2381
H -3.67 -3.20 -1.22 0.3800
H -4.95 -2.08 1.32 0.3288
H -3.88 -3.47 1.26 0.3570
C -1.52 2.55 -5.49 -0.7952
C -2.89 3.18 -5.40 -0.0056
O -2.87 4.56 -5.81 -0.3531
C -2.92 4.78 -7.11 0.3137
O -2.98 3.96 -7.98 -0.5058
C -2.93 6.30 -7.38 0.9253
F -2.03 6.93 -6.63 -0.2461
F -4.14 6.80 -7.10 -0.2490
F -2.66 6.55 -8.66 -0.2335
H -0.79 3.13 -4.92 0.2730
H -1.54 1.54 -5.11 0.1296
H -1.17 2.53 -6.53 0.3923
H -3.24 3.19 -4.37 0.0766
H -3.62 2.63 -5.99 0.3438
C -1.78 -7.66 0.58 -1.1774
C -1.73 -6.87 -0.71 0.2537
O -0.38 -6.44 -1.01 -0.2846
C 0.40 -7.32 -1.60 0.2766
O 0.13 -8.43 -1.92 -0.5011
C 1.77 -6.67 -1.89 0.9295
F 2.22 -5.97 -0.83 -0.2481
F 1.67 -5.82 -2.92 -0.2530
F 2.68 -7.58 -2.18 -0.2400
H -1.34 -7.09 1.40 0.3071
H -2.81 -7.90 0.83 0.3432
H -1.22 -8.59 0.49 0.4003
H -2.31 -5.95 -0.61 -0.0716
H -2.14 -7.43 -1.54 0.3200
C 7.61 2.86 7.96 -1.1088
C 6.15 3.14 7.71 -0.2081
O 5.92 3.46 6.31 -0.2866
C 5.80 2.44 5.49 0.1615
O 5.86 1.27 5.75 -0.5094
C 5.51 2.95 4.07 1.1540
F 6.29 3.98 3.73 -0.2628
F 4.23 3.35 3.97 -0.2602
F 5.70 1.98 3.17 -0.2824
H 8.23 3.69 7.63 0.3090
H 7.78 2.70 9.03 0.3757
H 7.94 1.97 7.43 0.3159
H 5.82 4.02 8.26 0.3160
H 5.52 2.30 8.00 0.3227
```

***

Entry 9:
DFT (ωB97M-V/def2-TZVPD) results for a single C3H5NO molecule.

**Energy above the lowest of the compared OMol25 structures with the same formula, charge and spin**: 225.3 kJ/mol
**LUMO level**: 0.89 eV
**Total charge**: 0
**E_HOMO**: -8.841 eV

```
10
Properties=species:S:1:pos:R:3:nbo_charge:R:1
C -0.68 0.77 0.11 0.0699
O -0.74 -0.11 -0.96 -0.5140
C 0.53 -0.79 -0.94 -0.2143
C 1.01 -0.86 0.50 0.0932
N 0.24 0.06 1.04 -0.5819
H -1.68 0.96 0.50 0.1862
H -0.20 1.72 -0.18 0.1517
H 0.25 0.31 2.02 0.4026
H 1.27 -0.21 -1.51 0.1907
H 0.39 -1.76 -1.42 0.2158
```

***

Entry 10:
DFT (ωB97M-V/def2-TZVPD) results for 2 unconnected molecules or ions with the total composition C51H40N3OP at a distorted geometry.

**Energy above the lowest of the compared OMol25 structures with the same formula, charge and spin**: 70.1 kJ/mol
**LUMO level**: -2.83 eV
**Total charge**: 0
**E_HOMO**: -5.399 eV

```
96
Properties=species:S:1:pos:R:3:mulliken_charge:R:1
C -8.41 1.82 4.77 -0.3785
C -7.45 2.80 4.90 -0.6591
C -6.29 2.73 4.15 -0.4251
C -6.11 1.68 3.28 0.1159
P -4.62 1.57 2.30 0.9815
C -4.47 3.11 1.41 0.0411
C -3.41 3.96 1.63 -0.1997
C -3.34 5.16 0.94 -0.5567
C -4.33 5.48 0.03 -0.3875
C -5.38 4.62 -0.19 -0.6133
C -5.45 3.43 0.51 -0.4370
C -3.24 1.36 3.42 -0.9686
C -2.51 0.33 3.21 0.3358
N -1.81 -0.67 3.03 -0.6727
O -4.77 0.39 1.30 -0.8182
C -7.07 0.71 3.13 -0.2743
C -8.23 0.78 3.88 -0.5077
H -9.31 1.87 5.36 0.3740
H -7.60 3.62 5.58 0.3801
H -5.52 3.48 4.24 0.3570
H -2.64 3.68 2.33 0.4645
H -2.53 5.84 1.13 0.3969
H -4.28 6.42 -0.49 0.3851
H -6.17 4.89 -0.88 0.3928
H -6.26 2.73 0.35 0.3888
H -3.13 2.01 4.26 0.4706
H -6.90 -0.09 2.43 0.4759
H -9.00 0.03 3.76 0.3790
C -0.08 4.49 -5.93 -0.3954
C -1.26 3.81 -6.12 -0.7402
C -1.29 2.43 -6.03 -0.2659
C -0.13 1.72 -5.74 0.6288
N -0.17 0.28 -5.57 0.6673
C 0.31 -0.56 -6.65 0.5037
C 1.67 -0.76 -6.85 -0.0701
C 2.12 -1.61 -7.83 -0.8571
C 1.22 -2.26 -8.65 -0.3911
C -0.13 -2.06 -8.48 -0.7322
C -0.59 -1.22 -7.49 -0.2755
C -0.10 -0.25 -4.23 0.5148
C -1.26 -0.64 -3.55 -0.5684
C -1.19 -1.12 -2.27 -1.2536
C 0.05 -1.25 -1.59 0.8987
C 0.03 -1.70 -0.24 0.0150
C 1.07 -1.88 0.71 1.0898
C 0.75 -2.42 1.98 -1.0007
C 1.71 -2.69 2.91 -0.6245
C 3.06 -2.46 2.63 0.6605
N 4.09 -2.77 3.59 0.7514
C 5.29 -3.44 3.12 0.0736
C 6.29 -2.74 2.44 0.0940
C 7.35 -3.41 1.88 -0.9355
C 7.46 -4.78 2.03 -0.3903
C 6.50 -5.48 2.74 -0.6769
C 5.42 -4.82 3.27 -0.2772
C 4.15 -1.98 4.80 -0.0627
C 3.73 -2.50 6.03 -0.1494
C 3.80 -1.73 7.17 -0.7159
C 4.28 -0.43 7.10 -0.3947
C 4.71 0.09 5.90 -0.7746
C 4.64 -0.68 4.76 -0.0699
C 3.39 -1.88 1.40 -0.2872
C 2.43 -1.55 0.49 -0.8858
C 1.21 -0.90 -2.32 -1.0240
C 1.13 -0.39 -3.58 -0.2446
C 1.06 2.42 -5.56 -0.1505
C 1.08 3.79 -5.65 -0.8250
H -0.06 5.57 -5.99 0.3893
H -2.17 4.35 -6.32 0.3799
H -2.22 1.89 -6.15 0.3896
H 2.38 -0.27 -6.20 0.0843
H 3.18 -1.77 -7.96 0.3866
H 1.58 -2.92 -9.42 0.3892
H -0.84 -2.58 -9.11 0.3754
H -1.64 -1.08 -7.33 0.4094
H -2.21 -0.56 -4.05 0.4713
H -2.09 -1.42 -1.76 0.4844
H -0.94 -1.96 0.12 0.4200
H -0.29 -2.62 2.20 0.2154
H 1.44 -3.09 3.88 0.4805
H 6.20 -1.68 2.34 0.2398
H 8.09 -2.87 1.31 0.3825
H 8.30 -5.30 1.60 0.3917
H 6.59 -6.55 2.85 0.3807
H 4.65 -5.36 3.80 0.4332
H 3.34 -3.50 6.06 0.3966
H 3.45 -2.13 8.11 0.3783
H 4.33 0.17 8.00 0.3900
H 5.08 1.10 5.85 0.3743
H 4.94 -0.27 3.81 0.3290
H 4.42 -1.64 1.19 0.2730
H 2.73 -0.98 -0.36 0.3067
H 2.19 -1.08 -1.93 0.2596
H 2.02 -0.07 -4.09 0.2068
H 1.96 1.88 -5.33 0.0997
H 2.01 4.33 -5.49 0.3833
```